(a)
ORCA calculation (ωB97M-V with the def2-TZVPD basis set) on a 2-piece molecular cluster, C6H16N2 overall.

XYZ file:
```
24
Properties=species:S:1:pos:R:3:nbo_charge:R:1
C 2.2853 0.6402 0.0488 -0.6076
C 1.7948 1.3791 1.2708 -0.2567
C -0.1843 2.1352 2.1161 -0.0529
N 0.3778 1.2474 1.3987 -0.4012
H 3.3909 0.6933 0.0835 0.2105
H 1.9383 -0.4206 0.1260 0.2123
H 1.9235 1.1450 -0.8970 0.2095
H 2.0856 2.4297 1.2569 0.1741
H 2.2531 0.8854 2.1475 0.1978
H 0.4046 3.0489 2.4557 0.1360
H -1.2646 2.0634 2.4386 0.1807
C -1.5535 -1.3362 0.2590 -0.6239
C -1.3839 -1.3487 -1.2799 -0.0414
C -0.9295 -0.0065 -1.8519 -0.6209
N -0.5191 -2.4744 -1.7554 -0.8450
H -1.9843 -0.3572 0.5690 0.2068
H -2.1571 -2.1300 0.6540 0.2014
H -0.5726 -1.3667 0.7481 0.2067
H -2.4239 -1.4941 -1.6764 0.1721
H -0.7907 -0.1569 -2.9452 0.2199
H -1.7077 0.7478 -1.6582 0.2118
H 0.0243 0.3302 -1.3246 0.2059
H -0.7534 -3.3517 -1.3182 0.3563
H 0.4497 -2.2554 -1.5405 0.3477
```

## Properties
E_HOMO	-8.92	eV
Kohn-Sham gap	9.9433	eV

=====

(b)
ORCA calculation (ωB97M-V with the def2-TZVPD basis set) on one molecule with the formula C6H16N2.

XYZ file:
```
24
Properties=species:S:1:pos:R:3:nbo_charge:R:1
C -1.3841 0.0809 2.0400 -0.4551
N -0.4383 0.8596 1.2271 -0.6638
C 0.4311 -0.0127 0.3225 -0.0535
C -0.3886 -1.0681 -0.4327 -0.2432
C 0.5201 -2.2210 -0.8943 -0.6141
C -1.3167 -0.6344 -1.5515 -0.6389
C 1.0993 0.9261 -0.6889 -0.2313
N 1.7603 2.0636 -0.0007 -0.8565
H -1.0330 -0.7491 2.7022 0.2147
H -2.3778 -0.1390 1.6609 0.1838
H -1.4824 0.8763 2.8788 0.2068
H -0.8634 1.6104 0.6853 0.3641
H 1.1933 -0.4947 1.0145 0.2021
H -1.0654 -1.6443 0.2975 0.2095
H -0.0829 -2.5892 -1.7498 0.2117
H 1.4923 -1.7658 -1.1537 0.1988
H 0.8808 -3.0292 -0.2215 0.2168
H -2.1703 -1.2989 -1.5430 0.2175
H -0.9832 -0.5414 -2.6431 0.2204
H -1.8304 0.2991 -1.1808 0.2094
H 1.8231 0.2712 -1.2065 0.1843
H 0.3600 1.3519 -1.4266 0.1793
H 1.5612 2.9426 -0.4499 0.3599
H 1.4679 2.0148 0.9598 0.3773
```

## Properties
E_HOMO	-8.61	eV
Kohn-Sham gap	9.5847	eV

=====

(c)
ORCA calculation (ωB97M-V with the def2-TZVPD basis set) on C6H16N2 as an isolated structure.

XYZ file:
```
24
Properties=species:S:1:pos:R:3:nbo_charge:R:1
C -3.0646 -1.6020 -0.2803 -0.6291
C -2.4356 -0.2410 -0.5505 -0.2224
N -1.1385 -0.0782 0.1112 -0.4351
C -1.3560 0.3355 1.5092 -0.4295
C -0.3257 0.8824 -0.6136 -0.3072
C 1.1314 0.9287 -0.1737 0.1320
N 1.6347 0.2961 0.8305 -0.6403
C 5.0270 -0.2347 -0.5276 -0.8489
H -3.8140 -1.5950 0.5087 0.2072
H -3.5197 -2.0662 -1.1420 0.2154
H -2.2633 -2.2640 0.0456 0.2225
H -2.3213 -0.0379 -1.6176 0.1920
H -3.1181 0.5547 -0.2537 0.1666
H -1.7637 -0.5157 2.0330 0.2084
H -0.4027 0.5983 1.9529 0.2248
H -1.9823 1.2230 1.5182 0.1633
H -0.3857 0.5596 -1.6473 0.2186
H -0.7214 1.8891 -0.4369 0.1945
H 1.3247 -0.4578 0.0954 0.3837
H 1.6800 1.7902 -0.6170 0.1362
H 5.7059 0.2741 0.1553 0.2125
H 4.1038 0.3351 -0.5799 0.2161
H 4.7878 -1.2149 -0.1313 0.2132
H 5.5218 -0.3299 -1.4946 0.2055
```

## Properties
E_HOMO	-8.75	eV
Kohn-Sham gap	9.6419	eV

=====

(d)
ORCA calculation (ωB97M-V with the def2-TZVPD basis set) on one molecule with the formula C6H16N2.

XYZ file:
```
24
Properties=species:S:1:pos:R:3:nbo_charge:R:1
C 0.1418 0.6173 -0.0816 -0.4219
C 1.2804 0.9022 -1.1952 -0.3873
C 0.6618 1.6697 -2.4203 -0.2219
N 1.3830 0.9838 -3.4893 -0.8210
C 0.6446 0.0549 1.2608 -0.2196
N -0.1569 -0.9660 1.9430 -0.6427
C -1.5955 -1.2394 1.4991 -0.2198
C -2.2968 -2.0047 2.7128 -0.6200
H -0.3014 1.5786 -0.0402 0.1897
H -0.6155 0.1605 -0.7113 0.2106
H 1.6288 -0.0722 -1.5716 0.2091
H 2.1094 1.5861 -0.9039 0.1895
H -0.4349 1.4292 -2.6242 0.1822
H 0.8595 2.6397 -2.1797 0.1702
H 2.3008 1.1010 -3.4180 0.3352
H 1.3999 1.4110 -4.4277 0.3439
H 0.8655 1.0068 1.8603 0.1788
H 1.5990 -0.2905 0.9548 0.1962
H 0.2798 -1.9624 1.9075 0.3613
H -1.6767 -1.9761 0.6595 0.1721
H -2.1789 -0.3747 1.3675 0.1966
H -3.3804 -2.2720 2.5583 0.2079
H -2.2632 -1.2067 3.5971 0.2045
H -1.7916 -2.8835 3.1419 0.2066
```

## Properties
E_HOMO	-8.56	eV
Kohn-Sham gap	9.6770	eV

=====

What is the stability order? It is (a), (b), (d), (c), from most stable to least stable.